89
Properties=species:S:1:pos:R:3:forces:R:3:lowdin_charge:R:1 method="wB97M-V/def2-TZVPD" e_tot_ha=-4781.0707 e_homo_ev=-6.48 largest_force_ev_per_a=3.9 homo_lumo_gap_ev=6.55
N -5.148 -1.176 3.610 -0.125 -0.677 0.357 0.03
C -4.053 -0.511 3.988 -0.173 0.574 -0.765 -0.16
C -3.457 0.455 3.177 -0.500 -0.501 -0.223 -0.03
C -3.979 0.669 1.883 -0.630 -0.499 0.756 -0.23
C -5.174 -0.002 1.515 0.195 -0.403 0.887 -0.02
C -5.701 -0.940 2.418 0.649 1.086 -0.467 -0.16
C -3.210 1.469 0.973 -0.598 0.410 -0.859 -0.06
Pd -0.944 1.406 -3.530 1.589 -3.570 -0.174 0.53
P 2.271 0.425 -2.264 -0.794 0.105 -0.095 0.93
C -3.551 1.601 -0.331 0.796 -0.335 1.345 -0.06
C -2.661 2.213 -1.268 0.473 0.093 -0.432 -0.26
C -2.842 1.876 -2.658 -1.290 1.677 0.855 -0.15
C -2.372 2.844 -3.588 0.642 -0.668 -0.891 -0.23
C -1.096 3.366 -3.169 -0.061 1.766 0.200 -0.72
C -0.812 3.668 -1.820 0.515 0.145 -0.752 -0.15
C -1.648 3.097 -0.871 -0.516 0.035 -0.071 -0.05
Br 0.286 3.564 -4.610 -0.702 1.183 0.498 0.70
H -2.299 1.913 1.377 -0.138 -0.279 -0.279 0.10
H -4.479 1.183 -0.717 0.278 -0.085 0.094 0.11
H -2.581 1.012 3.511 -0.115 -0.229 -0.154 0.10
H -5.682 0.175 0.561 0.338 -0.136 0.397 0.10
H -3.617 -0.746 4.960 -0.286 -0.018 -0.122 0.10
H -6.596 -1.504 2.133 0.270 0.114 0.334 0.10
H -3.614 1.150 -2.918 -0.093 0.506 -0.032 0.11
H -1.496 3.317 0.187 -0.102 0.058 -0.420 0.11
H -2.741 3.005 -4.591 -0.094 -0.108 -0.047 0.10
H 0.027 4.319 -1.596 -0.039 -0.335 0.175 0.10
P -0.525 -1.801 -1.089 0.024 0.353 0.106 0.92
C 2.527 1.963 -1.276 -0.139 0.187 -0.063 -0.42
C 3.412 3.066 -1.848 0.207 0.338 0.171 -0.15
H 2.911 1.626 -0.298 -0.173 0.111 -0.235 0.07
H 1.516 2.360 -1.088 0.373 -0.095 0.036 0.04
H 3.454 3.893 -1.120 0.005 -0.100 -0.305 0.07
H 4.450 2.750 -2.024 -0.306 -0.026 0.018 0.06
H 3.013 3.468 -2.790 0.081 -0.117 0.233 0.05
C 2.719 0.764 -4.036 0.052 -0.127 0.046 -0.44
C 4.164 0.715 -4.522 0.169 0.262 -0.425 -0.17
H 2.263 1.739 -4.268 0.184 -0.319 0.086 -0.02
H 2.119 0.022 -4.592 0.223 0.250 0.102 0.06
H 4.198 0.916 -5.601 -0.005 -0.042 0.159 0.07
H 4.783 1.480 -4.036 -0.129 -0.194 -0.119 0.06
H 4.632 -0.265 -4.369 -0.169 0.201 0.008 0.07
C 3.597 -0.625 -1.546 -0.173 -0.118 -0.259 -0.44
C 5.019 -0.092 -1.551 0.505 -0.149 0.078 -0.15
H 3.523 -1.596 -2.060 0.166 0.173 0.241 0.06
H 3.278 -0.776 -0.502 0.019 -0.111 -0.362 0.06
H 5.689 -0.897 -1.226 0.076 0.208 0.067 0.07
H 5.357 0.229 -2.539 -0.073 -0.108 0.377 0.03
H 5.140 0.751 -0.862 -0.046 -0.132 -0.092 0.07
C 0.272 -3.204 -0.172 -0.369 -0.082 -0.062 -0.45
C 1.758 -3.369 -0.476 0.196 -0.108 0.147 -0.16
H -0.279 -4.119 -0.438 0.142 0.049 0.225 0.08
H 0.128 -3.026 0.907 0.015 -0.211 -0.293 0.05
H 2.098 -4.353 -0.132 0.028 0.159 -0.078 0.07
H 1.986 -3.292 -1.545 -0.105 -0.055 0.190 0.05
H 2.362 -2.615 0.042 -0.185 -0.131 -0.129 0.05
C -0.510 -2.589 -2.775 0.317 -0.044 0.319 -0.45
C -1.491 -2.010 -3.788 0.197 0.084 -0.176 -0.16
H -0.673 -3.670 -2.632 -0.026 0.197 -0.216 0.08
H 0.521 -2.453 -3.134 -0.243 -0.086 -0.037 0.05
H -1.261 -2.400 -4.788 -0.161 0.098 0.159 0.07
H -2.529 -2.270 -3.550 0.186 0.183 -0.045 0.06
H -1.411 -0.903 -3.852 -0.086 -0.303 0.084 0.02
C -2.314 -2.014 -0.641 -0.200 -0.043 -0.332 -0.42
C -2.609 -2.496 0.778 -0.140 0.055 0.082 -0.15
H -2.782 -2.685 -1.378 0.047 0.063 0.258 0.07
H -2.756 -1.012 -0.789 0.030 -0.393 0.058 0.05
H -3.687 -2.668 0.885 0.225 0.048 0.102 0.07
H -2.095 -3.435 1.020 -0.141 0.196 -0.076 0.06
H -2.326 -1.738 1.521 0.001 -0.160 -0.088 0.06
O 0.434 1.146 1.568 0.517 -0.367 1.158 0.02
C 0.839 0.576 2.586 -0.355 0.138 -0.633 -0.48
C 1.556 1.273 3.733 -0.126 0.375 -0.522 -0.11
C 0.767 1.279 5.040 0.012 0.027 0.445 -0.19
C 0.928 0.008 5.877 -0.281 0.030 0.022 -0.21
C 0.409 -1.256 5.196 0.128 -0.224 0.089 -0.19
C 1.124 -1.572 3.878 -0.144 0.061 0.117 -0.18
N 0.647 -0.763 2.763 0.080 -0.187 -0.488 0.08
H 2.533 0.791 3.872 -0.080 0.125 0.059 0.12
H 1.724 2.305 3.411 0.029 -0.225 -0.063 0.12
H 1.122 2.126 5.640 -0.091 -0.120 -0.081 0.11
H -0.300 1.466 4.848 0.213 -0.041 -0.051 0.11
H 1.988 -0.131 6.126 -0.097 0.046 -0.023 0.11
H 0.389 0.139 6.824 0.150 -0.009 -0.094 0.11
H 0.566 -2.109 5.868 -0.042 0.126 -0.036 0.11
H -0.675 -1.184 5.025 0.223 -0.012 -0.081 0.11
H 2.210 -1.441 4.012 -0.198 -0.132 -0.027 0.12
H 0.948 -2.626 3.625 0.057 0.321 -0.085 0.12
H 0.321 -1.242 1.930 -0.084 0.201 0.221 0.10